1.
Density functional theory data (ωB97M-V/def2-TZVPD) for a cluster of 2 separate species, C5H11NO in total at a distorted geometry.

```
18
Properties=species:S:1:pos:R:3:forces:R:3
C -0.208724 2.428697 1.197262 -0.29 0.19 -0.28
C -0.841509 1.370049 0.683998 -0.57 -0.59 1.29
C -0.235318 0.101109 0.364361 -0.24 -1.88 -0.85
C -0.906582 -0.912202 -0.279783 -0.42 1.07 0.86
C -0.284769 -1.739737 -1.340962 -0.63 -1.62 0.55
N -2.231947 -1.246485 0.118151 0.28 0.93 -0.44
H -0.636490 3.420882 1.290795 -0.30 -0.27 0.10
H 0.824436 2.363583 1.478070 0.46 -0.09 -0.09
H -1.931548 1.313036 0.529006 0.51 0.76 -0.24
H 0.779047 -0.226180 0.538087 0.76 1.20 -0.38
H -0.505130 -1.362417 -2.353637 0.51 0.12 0.41
H 0.773506 -1.928293 -1.118744 -0.11 0.43 -0.50
H -0.785410 -2.718486 -1.269639 0.27 0.04 -0.29
H -3.000467 -1.013553 -0.509603 0.20 -0.31 -0.05
H -2.374339 -0.816512 1.022296 -0.42 -0.01 -0.08
O 3.965599 0.700875 -0.065916 -0.70 -0.07 0.56
H 3.223869 0.218167 0.339876 0.37 0.39 -0.19
H 4.375771 0.047464 -0.623622 0.33 -0.31 -0.37
```
Positions in Å, forces in eV/Å.

Output
Calculated total energy = -8898.97379 eV
E_HOMO = -7.67 eV
HOMO-LUMO gap = 8.4 eV
Lowest unoccupied orbital energy = 0.72 eV
SMILES = C=C/C=C(/C)N.O
Relative energy (zero: lowest compared OMol25 entry of this formula, charge and spin) = 62.8 kcal per mole

---

2.
Density functional theory data (ωB97M-V/def2-TZVPD) for a structure of composition C4H12FO3PPdS at a distorted geometry.

```
23
Properties=species:S:1:pos:R:3:forces:R:3
C 2.765814 0.178207 1.199321 -1.07 -0.52 -0.38
C 2.580805 0.550664 -0.386914 0.05 1.13 0.25
C 0.953427 0.789726 -0.690463 2.97 1.99 -1.30
F 0.872632 1.204956 -2.139876 -0.55 -1.21 3.16
P -0.116996 -0.758619 -0.404758 2.67 -2.90 -2.64
O 1.022570 -1.797823 -1.227613 -1.02 -0.57 2.49
C -1.487993 0.169992 0.536378 -1.79 1.00 2.48
S -3.127188 0.307066 -0.390297 2.52 -0.29 -0.01
O -3.753135 -1.069533 -0.749121 0.28 3.04 1.88
O -4.084864 1.106516 0.577033 -0.30 -1.67 -0.86
H 1.697134 0.314635 1.702647 2.13 -0.24 -0.68
H 3.503885 0.885235 1.771161 -1.36 -1.62 -1.27
H 3.027374 -0.964196 1.277866 -0.27 2.40 0.14
H 3.080902 -0.195997 -1.136435 -1.34 1.34 1.58
H 3.102059 1.607840 -0.557328 -1.42 -2.21 0.15
H 0.661675 1.738060 -0.072681 0.17 -1.83 -1.16
H 0.000929 -1.659852 0.749170 -0.33 1.17 -0.61
H -1.084820 -1.121519 -1.449320 0.55 0.50 0.76
H 1.152720 -2.611190 -0.628305 -0.02 1.63 -1.65
H -1.735204 -0.458396 1.520759 -0.05 1.31 -2.06
H -1.218694 1.245797 0.904589 -0.90 -1.60 -0.81
H -2.928167 1.118947 -1.547034 -0.41 -0.77 0.85
Pd -4.884864 -0.580517 1.141223 -0.53 -0.10 -0.29
```
Positions in Å, forces in eV/Å.

Output
Calculated total energy = -36778.30636 eV
Net charge = +2
E_HOMO = -17.14 eV
HOMO-LUMO gap = 3.4 eV
Lowest unoccupied orbital energy = -13.74 eV

---

3.
Density functional theory data (ωB97M-V/def2-TZVPD) for a cluster of 3 separate species, C4H10NOS2 in total at a distorted geometry.

```
18
Properties=species:S:1:pos:R:3:forces:R:3
C -1.222946 -2.944763 -0.483831 -2.58 -1.81 0.30
C -0.369314 -1.815684 -0.062281 0.47 -0.17 1.07
C 0.136034 -1.867606 1.195145 1.23 2.48 -2.22
C -0.812472 1.793206 0.331211 -0.75 -1.26 -0.05
N 0.262123 2.208499 -0.143310 1.17 1.23 -0.54
O 1.453074 1.835570 0.406958 -0.31 -0.74 0.57
S 1.263091 -0.760529 1.947890 -0.13 -0.04 0.35
S 1.910742 3.877914 -2.038732 1.14 -0.28 0.44
H -2.287546 -2.841847 -0.090548 1.03 -0.19 0.39
H -0.892385 -4.004114 -0.200505 -0.18 1.51 -0.20
H -1.566180 -3.014603 -1.506848 0.90 0.22 -0.90
H -1.724693 2.005610 -0.189566 -0.29 0.61 -0.29
H -0.191875 -0.987172 -0.751936 0.04 -0.18 0.34
H 0.004979 -2.718406 1.764638 -0.70 -1.84 1.08
H -0.858746 1.015531 1.042871 0.02 -0.72 1.25
H 2.558362 3.092363 -1.089871 -0.59 0.52 -0.89
H 0.978896 4.160978 -1.136302 -0.28 0.02 0.01
H 1.358857 0.965054 1.005017 -0.18 0.65 -0.73
```
Positions in Å, forces in eV/Å.

Output
Calculated total energy = -29516.50716 eV
Net charge = -1
E_HOMO = -3.18 eV
HOMO-LUMO gap = 6.6 eV
Lowest unoccupied orbital energy = 3.46 eV
Relative energy (zero: lowest compared OMol25 entry of this formula, charge and spin) = 37.7 kcal per mole

---

4.
Density functional theory data (ωB97M-V/def2-TZVPD) for a structure of composition C33H18Br2F5InN3O5PS4.

```
72
Properties=species:S:1:pos:R:3:forces:R:3
In 0.866150 -0.686793 0.224964 0.32 0.11 0.29
F -0.410477 -5.627578 -5.165376 0.00 0.07 0.13
C -0.422961 -4.979751 -3.982028 0.00 -0.05 -0.11
C 0.313780 -3.825156 -3.801632 0.05 0.03 -0.04
F 1.058712 -3.352773 -4.813117 -0.05 -0.04 0.08
C 0.294613 -3.178590 -2.579748 0.11 0.15 0.00
F 1.054776 -2.081284 -2.460864 -0.03 -0.13 0.02
C -0.449143 -3.623467 -1.488511 0.05 0.03 0.07
S -0.551391 -2.831366 0.062306 -0.14 0.08 -0.38
C -1.172065 -4.797719 -1.714568 -0.09 -0.08 0.08
F -1.918481 -5.326307 -0.728225 0.06 0.06 -0.10
C -1.167295 -5.464792 -2.924140 -0.07 -0.10 0.01
F -1.885891 -6.595500 -3.080937 0.08 0.13 0.01
Br 0.804564 4.513794 -0.434130 0.00 0.00 -0.03
C 2.182374 3.329751 -0.964129 -0.07 0.09 -0.05
C 3.363156 3.849184 -1.512014 -0.05 -0.05 -0.02
C 4.339547 3.018960 -1.981684 0.01 -0.04 0.00
Br 5.907915 3.783678 -2.751382 0.00 -0.02 0.00
C 4.186600 1.611211 -1.912102 0.02 0.04 -0.05
C 5.113174 0.654899 -2.375902 0.05 0.04 -0.02
C 4.840797 -0.675712 -2.237833 -0.02 -0.08 0.00
C 3.632628 -1.083730 -1.645520 0.04 0.20 -0.03
N 2.743332 -0.210666 -1.232901 0.18 -0.04 -0.08
C 3.001266 1.109595 -1.340098 -0.17 -0.09 -0.04
C 1.938047 1.960961 -0.843161 0.05 0.10 -0.10
O 0.865426 1.453051 -0.389574 -0.14 -0.17 -0.14
H 3.489616 4.921745 -1.570614 -0.02 0.01 0.01
H 6.037238 0.988245 -2.830443 0.00 0.00 0.02
H 5.548016 -1.425897 -2.563755 0.00 -0.01 -0.01
H 3.405992 -2.124827 -1.481520 -0.04 -0.05 0.03
O 4.194209 -2.523885 1.949569 0.19 -0.05 0.15
C 3.169736 -1.926423 1.673067 -0.15 -0.09 -0.33
O 2.430092 -2.165509 0.639891 -0.02 -0.06 0.17
C 2.657074 -0.748838 2.564197 -0.26 0.30 -0.13
O 3.089745 -0.573965 3.682559 0.18 -0.04 0.17
O 1.764525 0.010755 1.989915 0.10 -0.13 0.19
S -1.970978 3.271674 2.180176 -0.04 0.05 -0.02
P -2.259739 1.334905 2.348076 0.30 -0.05 0.06
S -1.568719 0.012548 0.993516 -0.54 -0.12 -0.14
C -4.069176 0.991084 2.433243 -0.01 0.14 0.02
C -4.806772 1.719081 3.367161 -0.03 -0.02 0.02
C -6.175612 1.542237 3.480497 0.01 -0.02 -0.02
C -6.830067 0.637726 2.650534 0.02 0.01 0.00
C -6.102814 -0.085520 1.718745 0.01 -0.01 0.00
C -4.726081 0.087426 1.610178 0.01 -0.05 0.00
C -1.729952 0.726467 3.992556 0.00 0.01 0.05
C -1.882300 -0.623929 4.304493 0.01 0.04 0.02
C -1.493309 -1.100874 5.544716 0.00 0.02 -0.01
C -0.942818 -0.233775 6.482067 -0.01 0.01 0.00
C -0.789231 1.108316 6.174345 -0.02 0.00 -0.02
C -1.183943 1.589347 4.930669 -0.02 -0.03 0.05
H -4.295217 2.438026 3.996270 0.01 0.01 -0.01
H -6.735695 2.115726 4.209774 0.00 0.00 0.01
H -7.902507 0.503030 2.730197 0.00 -0.01 0.00
H -6.603502 -0.791778 1.067400 -0.01 0.00 0.00
H -4.153930 -0.479225 0.885764 0.00 0.02 0.01
H -2.287773 -1.297999 3.559487 0.02 -0.02 -0.01
H -1.603234 -2.153153 5.776186 0.01 -0.01 -0.01
H -0.619272 -0.610837 7.444938 0.00 0.00 0.00
H -0.350180 1.783570 6.898898 0.02 0.00 -0.01
H -1.065583 2.633331 4.668575 0.02 0.00 -0.01
S -1.434479 0.003443 -2.795443 0.08 -0.15 -0.19
C -0.220697 0.800174 -3.584528 -0.08 -0.08 0.07
N -0.094386 2.163860 -3.369226 0.01 0.14 0.24
C 0.810194 2.944113 -3.976538 0.08 0.03 0.05
C 1.679820 2.391198 -4.862338 0.01 0.06 0.01
C 1.574579 0.992333 -5.024074 -0.04 -0.13 0.05
N 0.695056 0.229614 -4.436140 -0.10 0.05 -0.02
H -0.679487 2.533192 -2.625758 0.04 -0.02 -0.03
H 0.798672 3.991131 -3.710289 0.01 0.02 0.08
H 2.429971 2.979891 -5.365463 0.01 -0.02 0.01
H 2.273779 0.478313 -5.679246 0.02 0.00 0.00
```
Positions in Å, forces in eV/Å.

Output
Calculated total energy = -260703.74127 eV
Net charge = -2
E_HOMO = -2.88 eV
HOMO-LUMO gap = 6.3 eV
Lowest unoccupied orbital energy = 3.46 eV
Relative energy (zero: lowest compared OMol25 entry of this formula, charge and spin) = 10.1 kcal per mole

---

5.
Density functional theory data (ωB97M-V/def2-TZVPD) for a structure of composition C17H19Br2N4OReS at a distorted geometry.

```
45
Properties=species:S:1:pos:R:3:forces:R:3
Re -16.086586 0.132210 2.240485 -0.32 -0.60 0.35
C -12.451959 1.286155 5.665061 0.96 -1.48 2.11
C -13.383456 1.983957 4.837528 -2.62 2.63 -2.97
C -13.728298 3.501454 5.226483 1.96 0.79 -0.56
C -14.741066 1.442215 4.799744 -1.33 -1.35 0.32
C -15.261367 0.625234 5.850390 0.26 0.72 0.23
C -16.607380 0.413457 6.038769 0.38 -0.64 1.14
C -17.505751 0.816778 5.097017 -3.27 -0.93 -0.51
C -19.010055 0.531312 5.211375 1.08 0.03 -0.69
C -17.106621 1.343742 3.854003 2.37 1.12 0.10
C -15.686577 1.713355 3.743742 -0.64 1.62 -1.24
H -12.796101 0.242255 5.735886 0.79 0.04 0.00
H -12.468689 1.671214 6.711852 0.45 -0.20 -0.76
H -11.480095 1.331209 5.197334 0.50 -0.06 0.49
H -13.052233 2.209311 3.763055 -0.15 -0.71 1.23
H -14.251960 3.718999 6.168570 -0.07 -0.45 -0.46
H -14.156682 3.950479 4.313417 -0.21 0.14 0.86
H -12.693991 3.952360 5.308512 -1.08 -0.29 0.07
H -14.596971 0.292893 6.614847 0.42 -0.18 0.44
H -17.025740 -0.078098 6.932952 0.63 0.24 -0.36
H -19.219547 -0.291480 5.874348 0.01 -0.32 0.25
H -19.299041 0.278537 4.184048 -0.39 -0.12 0.26
H -19.659861 1.348955 5.515886 0.29 0.43 0.11
H -17.900218 1.860498 3.343483 0.15 0.35 -0.42
H -15.416682 2.552162 3.037562 -0.30 -0.87 0.84
Br -13.612664 -0.171911 2.271538 1.20 -0.18 -0.15
C -13.649558 -1.566210 0.836423 -0.89 0.23 1.99
Br -15.467686 -1.421252 0.203458 -0.19 -0.36 -0.47
H -13.426720 -2.490653 1.365715 -0.22 -0.10 -0.42
H -12.969595 -1.269690 0.102349 1.03 0.33 -1.23
O -16.429409 1.695305 1.057085 0.37 0.10 0.08
N -17.564607 1.002489 1.136219 -3.07 1.23 -3.56
C -18.609517 1.249401 0.295794 3.05 0.19 2.02
C -18.887012 2.226068 -0.693610 2.11 0.08 0.50
N -18.931955 2.816844 -1.671796 -0.37 0.71 -0.72
C -19.690067 0.428005 0.428266 1.13 0.13 0.33
N -20.539270 -0.228437 0.741834 -3.39 -2.66 0.96
S -16.229193 -3.820020 4.826575 0.41 0.53 -0.08
C -17.678048 -3.367057 4.036198 0.67 -0.67 0.53
C -17.436759 -2.262632 3.296282 -1.15 -0.39 -0.18
N -16.172184 -1.732207 3.363683 -0.36 -0.08 0.16
C -15.423156 -2.490880 4.163111 -0.29 -0.10 -0.08
H -18.521697 -4.036004 4.207787 -0.08 0.59 -0.47
H -18.168487 -1.853794 2.629122 -0.31 0.39 -0.21
H -14.392480 -2.292775 4.354017 0.48 0.12 0.17
```
Positions in Å, forces in eV/Å.

Output
Calculated total energy = -178959.43380 eV
Net charge = +3
⟨S²⟩ = 3.799
E_HOMO (alpha / beta) = -18.73 / -19.58 eV
HOMO-LUMO gap (alpha / beta) = 7.3 / 6.6 eV
Lowest unoccupied orbital energy (alpha / beta) = -11.40 / -12.94 eV
Multiplicity = 4
Relative energy (zero: lowest compared OMol25 entry of this formula, charge and spin) = 28.8 kcal per mole

---

6.
Density functional theory data (ωB97M-V/def2-TZVPD) for a cluster of 2 separate species, CH2INS in total at a distorted geometry.

```
6
Properties=species:S:1:pos:R:3:forces:R:3
C 0.785162 -1.366428 -0.432255 -1.18 -0.67 2.06
N -0.017675 -1.651565 0.393236 1.70 0.65 -2.88
S -1.286736 -2.132590 1.126925 -1.19 -0.65 1.42
H 1.075064 -0.487323 -0.927559 0.68 0.64 -0.62
I -0.052677 2.253363 0.405379 0.28 -0.77 0.70
H -0.503139 3.384543 -0.565727 -0.30 0.78 -0.69
```
Positions in Å, forces in eV/Å.

Output
Calculated total energy = -21492.80439 eV
E_HOMO = -8.81 eV
HOMO-LUMO gap = 8.7 eV
Lowest unoccupied orbital energy = -0.12 eV
SMILES = C#[N+][S-].I
Relative energy (zero: lowest compared OMol25 entry of this formula, charge and spin) = 45.8 kcal per mole